# 1
This record from the Open Molecules 2025 dataset describes 3 unconnected molecules or ions with the total composition C35H62BrClNO11PS. The level of theory is ωB97M-V/def2-TZVPD.

```
113
Properties=species:S:1:pos:R:3:forces:R:3:mulliken_charge:R:1
C -5.3963 2.7325 0.7090 -0.261 -0.322 -0.437 -1.07
C -5.1552 1.8555 -0.5498 0.372 -0.796 0.769 -0.47
C -4.4739 0.4869 -0.1860 0.599 0.858 -1.045 -0.31
C -3.1220 0.3949 -0.9191 0.095 -1.106 0.695 -0.84
C -2.3619 -0.9258 -0.6371 0.590 1.129 -0.658 -0.66
C -1.0382 -0.8862 -1.4523 0.079 -0.800 0.613 0.06
C -0.4954 -2.2878 -1.8338 0.236 0.459 -0.022 -1.43
C 1.0391 -2.3790 -1.6137 -1.002 0.248 -0.779 -0.03
C 1.7881 -1.6093 -2.7318 -0.202 -0.948 0.166 -1.01
C 3.3188 -1.8321 -2.7207 -0.459 0.485 0.210 -0.92
C 4.1940 -0.7354 -2.0064 -0.993 0.485 -1.740 1.65
C 3.4247 0.1651 -1.0085 -0.456 0.565 0.857 -1.56
N 2.7929 1.3584 -1.6352 0.209 -0.440 0.318 -0.13
C 1.5471 1.7578 -0.9646 0.255 0.682 -0.715 -1.02
C 4.6397 0.1808 -3.1860 1.012 -0.887 0.479 -1.73
C 5.6235 1.2628 -2.7897 0.232 1.040 0.117 0.49
O 6.0136 1.4718 -1.6513 -0.553 -0.430 -0.718 -0.55
C 6.2144 2.1308 -3.8993 -0.573 -1.031 0.870 -0.21
C 7.5594 1.9539 -4.1338 1.147 -0.705 0.341 -0.39
C 8.2367 2.6945 -5.0723 -0.230 0.352 -0.111 -0.65
C 7.5103 3.6438 -5.7770 1.309 0.055 -0.509 -0.40
C 6.1724 3.8061 -5.5559 -1.042 0.908 -0.366 -0.67
C 5.4923 3.0619 -4.6111 -0.196 -0.131 0.014 -0.18
O 5.4047 -1.3435 -1.5693 -0.165 0.229 0.321 -0.49
C 5.4952 -1.8857 -0.2912 0.772 -1.220 1.619 1.34
C 4.2865 -2.6953 0.2654 0.053 -0.331 0.106 0.14
C 4.2436 -2.8520 1.8023 -1.298 -0.814 -0.181 -0.70
C 3.3388 -4.0845 2.1011 1.422 0.364 0.096 -0.57
Cl 3.7169 -4.6311 3.7857 -0.545 0.072 -0.220 -0.24
C 6.0476 -0.8754 0.7550 -0.603 1.049 -0.454 -2.03
O 6.9506 -1.4881 1.6614 -0.145 -0.044 0.013 -0.22
C 7.7910 -0.5954 2.2691 0.449 0.205 -0.004 -0.27
Br 6.8633 0.3658 3.7405 0.180 -0.079 -0.111 -0.23
P 6.8810 -3.1607 -0.4726 0.989 0.497 -1.662 0.55
O 6.3489 -4.0361 -1.7374 -0.533 -0.020 0.938 -0.60
O 6.8938 -4.1764 0.7720 -0.439 0.000 -0.227 -0.53
S 8.6038 -2.4215 -0.9519 0.152 -0.050 0.379 -0.43
H -4.6729 3.5517 0.7669 -0.289 -0.004 -0.019 0.34
H -6.4244 3.1105 0.6893 0.311 0.292 0.184 0.21
H -5.2788 2.1403 1.6238 -0.105 0.096 -0.157 0.31
H -4.4779 2.3696 -1.2401 -0.313 0.037 0.003 0.33
H -6.0829 1.6273 -1.0845 0.064 0.322 0.109 0.37
H -4.2811 0.4381 0.8911 -0.218 -0.227 -0.138 0.12
H -5.0815 -0.3606 -0.5242 -0.037 0.093 0.364 0.32
H -3.2445 0.4407 -2.0098 -0.175 0.282 0.208 0.38
H -2.4650 1.2161 -0.5946 -0.211 0.011 -0.233 0.30
H -2.9729 -1.7993 -0.8901 0.072 0.112 0.099 0.47
H -2.0549 -0.9501 0.4175 -0.456 -0.324 -0.073 -0.01
H -0.2882 -0.4430 -0.7827 -0.125 0.171 -0.262 -0.14
H -1.1165 -0.2295 -2.3278 -0.081 -0.177 0.114 0.57
H -0.7258 -2.4855 -2.8905 0.049 -0.127 0.200 0.33
H -1.0090 -3.0599 -1.2472 0.124 0.150 -0.006 0.46
H 1.2188 -1.9575 -0.6163 0.278 -0.337 -0.068 0.03
H 1.3017 -3.4441 -1.6695 0.326 0.258 0.267 0.31
H 1.4640 -0.5633 -2.7686 0.340 -0.042 0.109 0.14
H 1.4142 -2.0666 -3.6612 0.073 0.208 0.109 0.77
H 3.5181 -2.8307 -2.3160 0.086 0.242 0.072 0.48
H 3.6406 -1.8682 -3.7682 0.124 -0.073 0.249 0.48
H 2.6089 -0.3524 -0.4893 0.249 -0.238 -0.288 0.00
H 4.0569 0.5682 -0.2044 0.290 -0.576 -0.250 1.19
H 3.4647 2.1121 -1.5517 -0.100 -0.004 -0.032 0.37
H 1.4998 2.8546 -0.9953 -0.069 -0.213 0.168 0.43
H 1.4743 1.4397 0.0843 -0.083 -0.036 -0.184 0.29
H 0.7018 1.4174 -1.5709 -0.036 -0.190 0.459 0.27
H 5.2012 -0.4986 -3.8510 0.044 0.330 0.039 0.75
H 3.7950 0.5361 -3.7783 0.109 0.211 0.256 0.45
H 8.1276 1.2133 -3.5711 -0.301 0.082 0.064 0.42
H 9.3026 2.5650 -5.2279 -0.153 -0.020 -0.025 0.40
H 8.0436 4.2535 -6.5028 -0.281 0.002 0.024 0.37
H 5.6293 4.5641 -6.1164 0.087 -0.111 0.054 0.37
H 4.4331 3.2186 -4.4234 0.124 -0.041 -0.071 0.47
H 3.3074 -2.3293 -0.0559 0.322 0.212 -0.124 -1.05
H 4.3614 -3.7129 -0.1490 -0.169 0.256 -0.086 0.52
H 5.2025 -3.0787 2.2644 0.003 0.410 -0.191 0.53
H 3.7339 -2.0074 2.2805 0.592 0.119 -0.014 0.34
H 3.6846 -4.9015 1.4644 -0.445 -0.019 0.081 0.38
H 2.2770 -3.8694 1.9832 0.094 -0.226 0.145 0.32
H 6.5587 -0.0403 0.2573 -0.104 -0.356 -0.279 0.94
H 5.1930 -0.4254 1.2846 0.289 -0.188 0.180 0.53
H 8.1722 0.1863 1.6030 -0.340 -0.086 0.001 0.35
H 8.6539 -1.1073 2.6961 -0.414 -0.127 0.172 0.36
H 6.9722 -4.7597 -1.8916 -0.025 0.103 -0.156 0.36
H 7.8053 -4.3723 1.0314 -0.028 0.192 0.034 0.39
C -11.5058 6.5139 3.7844 0.005 -0.287 0.117 -1.09
C -10.9184 6.6307 2.3935 -0.297 0.380 0.188 -0.18
O -9.9781 5.5807 2.1254 0.071 0.006 -0.137 -0.35
C -10.5111 4.3897 1.8558 0.072 0.045 0.162 0.74
O -11.6847 4.1287 1.8090 0.003 -0.002 -0.071 -0.55
O -9.5121 3.5241 1.6641 -0.003 -0.014 -0.079 -0.26
C -9.9437 2.1772 1.4626 0.040 -0.297 -0.056 -0.65
H -10.7119 6.4699 4.5317 0.020 0.139 -0.031 0.29
H -12.1497 7.3667 4.0004 0.043 0.026 -0.028 0.35
H -12.0964 5.6043 3.8874 -0.057 0.045 -0.088 0.32
H -10.3599 7.5619 2.3091 0.203 -0.157 -0.075 0.29
H -11.6955 6.6472 1.6289 0.009 -0.194 0.008 0.31
H -10.6723 2.1104 0.6569 -0.081 0.080 0.096 0.33
H -10.3609 1.7787 2.3868 -0.122 0.026 -0.063 0.30
H -9.0684 1.5920 1.1910 0.122 0.199 0.048 0.16
C -6.2155 -3.7542 4.2670 0.245 -0.120 0.142 -1.16
C -5.9025 -2.5651 3.3830 -0.448 -0.248 -0.058 -0.14
O -4.7017 -1.8983 3.7968 0.042 0.140 -0.074 -0.37
C -3.5646 -2.5088 3.4654 -0.047 -0.013 0.127 0.83
O -3.4628 -3.5406 2.8544 0.021 0.036 -0.063 -0.57
O -2.5501 -1.7839 3.9438 -0.015 0.031 -0.067 -0.36
C -1.2660 -2.3760 3.7421 0.295 -0.002 0.001 -0.61
H -6.2513 -3.4520 5.3149 -0.122 0.065 -0.036 0.29
H -7.1744 -4.1938 3.9914 -0.013 0.055 -0.005 0.37
H -5.4486 -4.5230 4.1791 -0.029 0.006 -0.110 0.32
H -6.6992 -1.8270 3.4668 0.196 0.170 0.065 0.32
H -5.8337 -2.8515 2.3330 0.187 -0.041 0.038 0.28
H -1.1057 -2.6201 2.6927 -0.100 -0.093 0.025 0.21
H -1.1635 -3.2680 4.3590 -0.026 -0.062 -0.114 0.32
H -0.5232 -1.6453 4.0523 -0.164 0.104 0.068 0.27
```
Positions in Å, forces in eV/Å.

**E**: -164003.4066 eV
**LUMO level**: 0.37 eV
**SMILES string**: CCCCCCCCCC[C@](CNC)(CC(=O)c1ccccc1)O[C@](CCCCl)(COCBr)P(O)(O)=S.CCOC(=O)OC.CCOC(=O)OC
**Kohn-Sham gap**: 9.1 eV
**HOMO**: -0.3209 hartree

# 2
This record from the Open Molecules 2025 dataset describes 16 unconnected molecules or ions with the total composition C4H39O16S. The level of theory is ωB97M-V/def2-TZVPD.

```
60
Properties=species:S:1:pos:R:3:forces:R:3:mulliken_charge:R:1
C 0.2722 -0.3565 -3.3788 2.110 0.382 0.100 -0.30
O -0.9972 -0.5647 -3.7521 -4.662 -0.990 -1.345 -0.58
C 0.2920 0.8573 -2.4801 -1.655 -0.588 2.261 0.51
C 1.2869 0.9912 -1.3535 2.784 -2.491 0.092 0.79
C 1.2211 2.3152 -0.6521 -2.415 -0.228 1.701 -0.31
S 1.6576 3.7859 -1.6321 -1.904 0.062 -0.101 -0.28
H 0.7522 -0.2218 -4.3947 0.394 -0.099 1.370 0.20
H 0.6379 -1.2512 -2.8519 0.531 0.118 -0.123 0.10
H 0.2085 1.7744 -3.0492 -0.319 0.106 0.040 0.22
H -0.7023 0.6277 -1.8459 1.472 1.178 -1.533 -0.42
H 1.0710 0.0615 -0.6010 0.759 2.348 -1.367 -0.74
H 2.3614 0.8347 -1.7549 -1.755 0.116 0.702 0.45
H 1.8605 2.4587 0.1839 0.952 -0.817 0.726 0.34
H 0.1887 2.3266 -0.0996 1.592 0.913 -1.563 -0.06
H 0.3330 4.1606 -1.6958 1.012 0.127 -0.345 0.14
H 2.8013 1.1972 3.5431 0.040 -0.769 -1.173 0.30
H 3.4714 0.2854 2.3295 -0.336 -1.066 0.400 0.29
O 3.2598 1.1349 2.6760 0.400 2.190 0.536 -0.59
H -1.8885 2.9019 2.0306 -1.125 -0.042 1.274 0.32
H -0.6494 1.9938 1.8677 -2.080 2.897 -1.210 0.05
O -1.1951 2.7936 1.4166 3.057 -1.901 -0.547 -0.69
H -1.6840 -0.5931 -3.0420 1.077 -0.101 -0.385 0.31
H 0.3935 -1.8208 -0.4326 0.392 2.734 -5.060 0.17
O 0.3720 -2.2069 0.3596 -3.928 -2.570 4.076 -0.53
H -0.2306 -1.7085 3.5816 -1.549 -0.363 -0.787 0.32
H -0.6458 -2.4373 0.4305 2.503 0.498 -0.018 0.49
O -1.0896 -1.4923 3.1192 2.119 -3.559 0.920 -0.72
H -1.9955 0.8953 3.8340 -1.404 0.106 1.363 0.07
H -1.1242 -0.5659 3.2822 -0.661 2.572 -0.233 0.48
O -1.4214 0.9582 3.1062 0.787 -0.178 -0.535 -0.99
H -0.1743 1.3207 3.6884 1.284 1.094 0.006 0.48
H 0.7403 2.6722 3.7477 -0.177 1.163 -0.272 0.23
O 0.7997 1.7477 3.8991 -0.661 -2.008 0.502 -0.71
H -1.6896 0.3556 1.5182 -0.015 0.001 0.130 0.44
H -1.3848 0.4506 -0.0740 -1.019 -1.213 2.117 -0.13
O -1.7987 -0.1255 0.6663 0.591 0.965 -2.314 -0.40
H -2.7778 1.8917 -2.7180 -0.464 -0.202 0.737 0.33
H -2.0015 1.3271 -3.8856 0.252 -0.521 -0.285 0.36
O -2.2094 2.1410 -3.4356 -0.040 0.976 -0.648 -0.65
H 0.9858 -0.9137 2.2701 0.440 -0.404 -0.797 0.21
H 1.9166 -1.0420 3.3912 0.649 0.022 0.319 0.31
O 1.8649 -1.2980 2.4676 -0.881 0.442 0.549 -0.65
H -1.9179 -2.6472 1.5991 0.471 1.839 2.567 0.28
H -2.9421 -2.7534 0.5015 -1.731 1.042 -0.537 0.31
O -2.1997 -3.1506 0.8807 1.103 -2.782 -1.493 -0.71
H -3.8177 -0.1394 -1.5729 -0.031 1.323 0.171 0.45
H -3.1638 -1.4415 -1.0053 -1.239 1.335 -1.896 0.31
O -3.7155 -1.0506 -1.7743 1.529 -2.717 1.323 -0.72
H -3.5825 0.8252 -0.1195 0.846 2.321 -1.512 0.32
H -3.0772 2.2863 -0.3357 0.969 1.320 1.060 0.27
O -3.4509 1.5824 -0.8200 -1.669 -3.226 0.768 -0.74
H 2.2499 -2.7609 1.5335 -0.965 0.264 -0.002 0.44
H 1.4826 -3.5692 0.3784 -0.428 0.708 1.063 0.34
O 2.2547 -3.5215 0.9473 1.766 -2.403 0.351 -0.84
H 2.7515 -1.0009 -3.4702 0.631 0.123 0.872 0.25
H 3.2294 -1.4731 -2.0609 -0.083 -1.463 0.789 0.52
O 3.3243 -0.7894 -2.7038 -0.144 1.944 -2.951 -0.73
H 3.3510 -2.1714 -0.2412 0.184 0.449 1.202 0.36
H 2.6725 -3.2785 -0.9473 2.763 1.788 -0.402 0.38
O 3.4628 -2.6090 -1.0692 -2.123 -2.764 -0.652 -0.68
```
Positions in Å, forces in eV/Å.

**E**: -48375.6943 eV
**Energy relative to the best compared isomer or geometry (same formula, charge and spin)**: 5.900 eV
**LUMO level**: 2.37 eV
**Kohn-Sham gap**: 8.8 eV
**Total charge**: -1
**HOMO**: -0.2355 hartree

# 3
This record from the Open Molecules 2025 dataset describes a molecular structure, C25H26EuOPS7Se2. The level of theory is ωB97M-V/def2-TZVPD.

```
63
Properties=species:S:1:pos:R:3:forces:R:3:lowdin_spin:R:1
Eu -0.5966 0.9133 1.2537 -0.069 0.543 -1.707 5.06
Se -0.4540 -0.9855 -2.1266 -0.864 -1.293 -0.863 0.25
P 1.7387 -1.2409 -1.4757 -0.098 1.756 1.347 0.23
Se 2.0852 -0.3854 0.6122 0.768 -0.422 -0.781 0.18
C 2.2299 -2.9878 -1.4722 0.723 2.151 -0.642 0.01
C 1.5184 -3.8785 -0.7218 0.575 -0.808 -0.583 0.00
C 1.9640 -5.1904 -0.7250 -0.739 -0.844 0.968 0.01
C 3.1200 -5.5731 -1.3801 1.712 0.247 0.049 0.00
C 3.9222 -4.6127 -2.0760 -1.751 0.035 0.357 0.01
C 3.4138 -3.2726 -2.1193 1.664 -2.599 -0.507 0.01
C 2.4474 -0.4367 -2.9681 -0.247 -1.184 2.386 0.04
C 2.4005 -1.2238 -4.1171 0.063 0.485 -1.735 0.02
C 2.8291 -0.6284 -5.2896 0.181 0.948 0.028 0.00
C 3.3909 0.6695 -5.2670 -0.205 -0.839 -1.243 0.02
C 3.3687 1.4409 -4.1532 -0.607 0.404 2.781 0.01
C 2.7752 0.8982 -2.9532 1.371 1.317 -1.590 0.01
H 0.7117 -3.4888 -0.1582 -0.933 -0.122 0.512 0.00
H 1.4243 -5.9617 -0.1411 0.327 0.625 -0.320 0.00
H 3.5145 -6.5882 -1.1295 -0.387 0.803 -0.786 0.00
H 4.8142 -4.9423 -2.6311 -0.348 0.415 0.505 0.00
H 4.0103 -2.5350 -2.6585 -0.447 -0.051 0.238 0.00
H 1.9462 -2.2154 -4.2061 0.344 0.357 0.607 0.00
H 2.6713 -1.0798 -6.2560 0.186 -0.384 -0.082 0.00
H 3.7744 1.1008 -6.1801 0.074 -0.091 -0.224 0.00
H 3.8088 2.4588 -4.1070 -0.528 -0.750 -0.231 0.00
H 2.6242 1.5814 -2.1060 0.161 -0.762 -0.058 0.00
S -1.9455 2.9312 -0.3498 -0.466 -2.551 -0.063 -0.01
C -1.2635 4.4260 -0.0667 -0.228 4.060 0.642 0.00
C -2.0316 5.5385 -0.6386 1.303 -1.786 0.281 0.00
C -1.6808 6.8502 -0.5015 0.429 1.424 -0.384 0.00
C -0.6089 7.1232 0.3515 0.733 -0.866 0.421 0.00
C 0.1972 6.1156 0.9223 -1.411 0.224 -0.487 0.00
C -0.1080 4.7568 0.7353 -0.947 0.088 -1.504 0.00
S 0.9933 3.5010 1.1766 0.573 -0.837 0.960 0.00
H -2.8277 5.1813 -1.2520 -0.579 0.185 -0.459 0.00
H -2.0705 7.7259 -1.1310 0.012 -1.512 1.140 0.00
H -0.3982 8.1284 0.6067 0.429 1.031 0.007 0.00
H 1.0545 6.3795 1.5265 0.035 0.026 0.051 0.00
C -0.7582 0.7705 5.6691 -1.436 -0.423 -2.816 0.00
C -1.2087 1.8766 4.6072 1.205 -0.501 1.112 0.00
O -0.3395 1.6633 3.4854 0.713 1.532 0.672 -0.01
H -1.3000 0.7895 6.5798 -0.559 0.231 0.950 0.00
H 0.2812 0.9514 5.8230 0.758 -0.074 0.260 0.00
H -0.9099 -0.2705 5.2074 0.341 1.530 0.581 0.00
H -1.0401 2.8933 5.0158 0.028 -0.507 -0.124 0.00
H -2.2371 1.8794 4.2480 -0.102 -0.531 0.210 0.00
H 0.2848 2.4532 3.3475 -0.965 -0.946 -0.284 0.00
C -5.6076 -0.9425 3.5443 0.253 -0.241 0.660 0.00
S -5.4631 -2.5944 2.7398 -0.160 -0.191 0.030 0.00
C -3.7393 -2.8119 2.5149 2.799 2.617 -0.699 0.00
C -2.8476 -1.7721 1.9393 -2.487 -2.328 1.301 0.00
S -3.3292 -0.5664 0.8388 0.723 0.078 0.806 0.00
S -1.1605 -1.9035 2.5771 -0.573 0.347 -0.984 0.00
C -1.1998 -3.4915 3.1576 -0.814 -1.984 0.069 0.00
S 0.0354 -4.5972 3.4047 0.000 0.863 0.170 -0.01
S -2.8267 -4.1194 3.2852 -0.086 0.738 0.053 0.00
H -6.6647 -0.6113 3.6037 0.501 -0.522 -0.268 0.00
H -5.0762 -0.3039 2.8394 0.090 0.423 0.414 0.00
H -5.1930 -0.9294 4.5940 -0.184 -0.047 -1.238 0.00
C -1.0011 -2.1063 -3.7429 -0.608 1.168 -0.622 0.13
H -1.4534 -3.0449 -3.5042 -0.068 -0.695 0.478 0.01
H -0.1926 -2.2525 -4.4962 -0.621 0.440 0.713 0.00
H -1.8167 -1.4532 -4.1054 0.445 -0.400 -0.472 0.02
```
Positions in Å, forces in eV/Å.

**E**: -263549.7292 eV
**Energy relative to the best compared isomer or geometry (same formula, charge and spin)**: 3.166 eV
**LUMO level (spin up / spin down)**: 3.95 / 3.94 eV
**2S+1**: 7
**Kohn-Sham gap (spin up / spin down)**: 3.3 / 4.4 eV
**Total charge**: -2
**HOMO (spin up / spin down)**: 0.0232 / -0.0166 hartree